1.
Density functional theory data (wB97M-V/def2-TZVPD) for a structure of composition C24H15FeN4O8.

Last column: Mulliken charge in e.
Element x y z (Å)
Fe 0.245 -0.506 0.591  -0.3067
O 0.026 6.101 2.273  -0.7097
C 0.483 5.139 2.899  0.4436
O 1.028 5.343 4.020  -0.7383
C 0.398 3.747 2.359  -0.0861
C -0.252 3.527 1.150  -0.8883
C -0.316 2.227 0.679  0.5311
N 0.319 1.250 1.331  0.7230
C 0.745 1.408 2.586  0.6420
C 0.844 2.677 3.130  -0.9471
C 0.789 0.108 3.293  0.7619
C 1.282 -0.089 4.570  -0.8406
C 1.142 -1.342 5.146  -0.3677
C 0.520 -2.352 4.431  -0.8642
C 0.068 -2.084 3.148  -0.2143
N 0.188 -0.881 2.597  0.1301
C -1.249 1.670 -0.326  0.7630
C -1.973 2.406 -1.243  -0.8242
C -2.902 1.746 -2.036  -0.3994
C -3.078 0.382 -1.882  -0.9034
C -2.302 -0.291 -0.950  -0.0921
N -1.417 0.337 -0.184  0.2014
H -0.734 4.355 0.648  0.5077
H 1.199 2.854 4.136  0.5212
H 1.768 0.719 5.099  0.4390
H 1.518 -1.527 6.144  0.4515
H 0.394 -3.340 4.849  0.4124
H -0.382 -2.839 2.518  0.5422
H -1.809 3.470 -1.341  0.4534
H -3.478 2.294 -2.769  0.4606
H -3.787 -0.165 -2.486  0.4543
H -2.359 -1.363 -0.814  0.5653
O -0.136 -2.324 0.087  -0.7104
C 0.524 -2.739 -0.958  0.0791
C 0.402 -1.966 -2.235  0.3318
C 0.069 -2.619 -3.403  -0.7960
C -0.066 -1.898 -4.580  -0.4806
C 0.159 -0.525 -4.612  -0.5839
C 0.500 0.131 -3.453  -0.5756
C 0.614 -0.563 -2.228  1.0509
O 0.912 0.076 -1.138  -0.7987
N -0.445 -2.591 -5.801  1.0432
O -0.550 -1.935 -6.823  -0.6418
O -0.644 -3.793 -5.740  -0.6308
H 0.447 -3.816 -1.136  0.5415
H -0.090 -3.689 -3.416  0.5184
H 0.060 0.003 -5.549  0.5119
H 0.684 1.198 -3.448  0.5292
O 2.136 -2.727 -0.656  -0.3894
C 2.655 -1.965 0.230  0.0666
O 2.123 -1.089 0.923  -0.3241
H 3.726 -2.150 0.372  0.4373

Its frontier orbital gap (spin up / spin down) is 5.85 / 5.80 eV. The HOMO energy (spin up / spin down) is -7.390 / -7.390 eV. Its spin multiplicity is 2.



2.
Density functional theory data (wB97M-V/def2-TZVPD) for a cluster of 2 separate species, C5H14 in total.

Last column: Mulliken charge in e.
Element x y z (Å)
C 2.599 0.909 0.315  -1.2562
C 1.438 0.163 -0.287  0.0982
C 0.993 0.394 -1.751  -1.0855
H 2.346 1.904 0.683  0.3155
H 3.487 0.972 -0.319  0.3308
H 2.957 0.442 1.233  0.3458
H 1.449 -0.921 -0.126  0.3246
H 0.548 0.365 0.328  0.0177
H 1.335 1.356 -2.133  0.3422
H 1.454 -0.367 -2.376  0.2807
H -0.087 0.358 -1.863  0.2687
C -2.205 -0.669 0.022  -0.7266
C -2.385 -0.714 1.534  -0.9416
H -1.850 0.312 -0.281  0.1746
H -1.538 -1.430 -0.382  0.2495
H -3.143 -0.920 -0.481  0.3927
H -2.950 0.150 1.892  0.2641
H -1.433 -0.792 2.055  0.2682
H -3.016 -1.511 1.937  0.3365

Its frontier orbital gap is 12.11 eV. The HOMO energy is -10.997 eV. The structure (SMILES) is CCC.CC.



3.
Density functional theory data (wB97M-V/def2-TZVPD) for a structure of composition C43H45Br2N9O3PS2V.

Last column: Mulliken charge in e.
Element x y z (Å)
V -1.997 -0.423 -0.034  0.7411
Br -3.969 -3.009 -2.769  -0.1392
C -4.173 -3.562 -0.980  -0.2899
C -4.891 -4.713 -0.653  -0.4080
C -5.050 -5.072 0.660  -0.0160
Br -6.069 -6.625 1.066  -0.2244
C -4.501 -4.303 1.711  0.5896
C -4.658 -4.566 3.087  -0.6651
C -4.106 -3.706 4.001  -1.1871
C -3.366 -2.603 3.544  -0.0937
N -3.179 -2.345 2.277  0.1674
C -3.747 -3.151 1.369  0.2673
C -3.595 -2.768 -0.001  -0.0693
O -2.975 -1.674 -0.253  0.6128
H -5.329 -5.304 -1.440  0.4687
H -5.216 -5.436 3.400  0.3324
H -4.226 -3.865 5.062  0.4109
H -2.917 -1.907 4.241  0.5238
S -3.131 0.648 1.688  -0.7462
C -3.757 1.779 0.535  1.0870
S -3.477 1.195 -1.051  -0.4358
C -4.329 2.969 0.912  0.6610
C -4.191 3.410 2.239  -0.0170
N -3.989 3.808 3.298  -0.5947
C -5.003 3.824 0.026  -0.1945
N -5.608 4.520 -0.659  -0.5466
N -0.643 -0.321 0.916  0.1362
P 0.741 0.258 1.422  -2.4737
N 2.049 -0.517 0.688  0.8100
C 1.991 -1.969 0.848  0.3873
C 3.396 -2.552 0.712  -1.1132
C 4.010 -2.169 -0.632  -0.9555
C 3.935 -0.654 -0.808  -1.3748
C 2.484 -0.196 -0.660  0.6828
N 0.863 0.018 3.059  0.7948
C 2.083 0.404 3.751  -0.5421
C 2.663 -0.778 4.521  -0.5213
C 1.663 -1.282 5.577  -0.7739
C 0.229 -0.848 5.244  -1.1417
C -0.014 -0.927 3.744  0.2940
N 0.899 1.880 1.152  1.2996
C 2.046 2.700 0.824  -0.5957
C 2.331 3.741 1.909  -0.6305
C 1.089 4.568 2.225  -0.8688
C -0.047 3.623 2.599  -0.6274
C -0.300 2.653 1.454  -0.1106
H 1.319 -2.406 0.092  0.0418
H 1.575 -2.201 1.831  0.0306
H 3.341 -3.636 0.810  0.4817
H 4.027 -2.163 1.514  0.2614
H 3.465 -2.662 -1.440  0.2548
H 5.046 -2.512 -0.680  0.5664
H 4.318 -0.353 -1.784  0.2586
H 4.543 -0.175 -0.036  0.3706
H 1.862 -0.720 -1.394  -0.3026
H 2.390 0.872 -0.842  0.3909
H 1.881 1.223 4.454  0.3176
H 2.793 0.759 2.999  0.4556
H 3.600 -0.479 4.996  0.4890
H 2.890 -1.573 3.809  -0.0435
H 1.929 -0.900 6.563  0.3064
H 1.714 -2.371 5.623  0.3862
H 0.054 0.173 5.583  0.3536
H -0.483 -1.493 5.760  0.4359
H -1.045 -0.668 3.482  -0.2973
H 0.164 -1.958 3.408  0.3563
H 1.840 3.218 -0.123  0.2501
H 2.932 2.073 0.717  0.0970
H 3.145 4.379 1.559  0.4285
H 2.661 3.227 2.814  0.2448
H 0.800 5.163 1.355  0.2892
H 1.302 5.253 3.047  0.4896
H -0.964 4.167 2.820  0.3734
H 0.228 3.054 3.489  0.1234
H -0.615 3.197 0.553  0.5778
H -1.084 1.948 1.746  -0.7305
O -0.722 -2.510 -1.636  -0.6752
C -0.546 -1.415 -2.138  -1.0621
N 0.257 -1.136 -3.193  0.3607
C 0.251 0.275 -3.516  2.5168
C -0.548 0.810 -2.310  -0.6060
O -0.683 1.964 -1.957  -0.4607
N -1.071 -0.243 -1.663  1.6046
C 1.652 0.850 -3.662  -0.0388
C 2.592 0.122 -4.383  -0.5849
C 3.851 0.642 -4.615  -0.7341
C 4.183 1.896 -4.131  -0.5769
C 3.252 2.628 -3.411  -0.7572
C 1.990 2.107 -3.176  -0.0655
C -0.456 0.586 -4.832  -0.7240
C -0.984 1.851 -5.042  -0.1669
C -1.490 2.197 -6.282  -1.0632
C -1.478 1.284 -7.323  -0.4925
C -0.981 0.011 -7.107  -0.9137
C -0.468 -0.336 -5.870  -0.4609
H 0.704 -1.846 -3.745  0.3387
H 2.334 -0.850 -4.779  0.2759
H 4.569 0.065 -5.182  0.4230
H 5.166 2.294 -4.335  0.3903
H 3.507 3.609 -3.036  0.4743
H 1.262 2.675 -2.618  0.6424
H -0.993 2.568 -4.236  0.6105
H -1.885 3.190 -6.437  0.4468
H -1.860 1.565 -8.294  0.4164
H -0.980 -0.715 -7.906  0.4266
H -0.068 -1.328 -5.731  0.2877

Its frontier orbital gap is 6.87 eV. The HOMO energy is -7.874 eV.



4.
Density functional theory data (wB97M-V/def2-TZVPD) for a cluster of 2 separate species, CH4BrOP in total.

Last column: Mulliken charge in e.
Element x y z (Å)
C 1.706 -0.504 0.573  -0.0551
O 1.005 -1.130 -0.215  -0.1253
P -1.625 0.509 -0.336  -0.1666
Br 2.819 0.894 -0.225  -0.1725
H -0.708 0.937 0.668  0.0444
H 0.998 -1.006 -1.195  0.3260
H -1.513 -0.840 0.209  0.0703
H -2.682 1.140 0.521  0.0789

Its frontier orbital gap is 9.62 eV. The HOMO energy is -9.255 eV.



5.
Density functional theory data (wB97M-V/def2-TZVPD) for a cluster of 17 separate species, C8H50BBrO17S in total.

Last column: Mulliken charge in e.
Element x y z (Å)
C 3.068 -1.698 0.195  -0.1492
O 2.812 -1.290 -1.128  -0.4868
C 2.157 -0.025 -1.174  -0.7502
C 0.667 -0.229 -0.933  1.6085
C -0.034 1.024 -0.393  -1.0436
C -1.383 0.735 0.300  -0.5516
C -2.245 -0.388 -0.301  -0.6121
C -2.192 -1.697 0.522  -0.0547
C -1.228 -2.784 -0.053  0.2661
B -1.849 -4.194 -0.042  0.7290
S -2.539 -4.984 -1.507  -0.3218
Br -1.946 -5.232 1.607  -0.3196
H 3.540 -0.903 0.791  0.2071
H 2.150 -1.974 0.724  -0.1171
H 3.716 -2.569 0.189  0.2052
H 2.363 0.368 -2.165  0.0956
H 2.583 0.657 -0.427  0.5457
H 0.203 -0.524 -1.871  0.2396
H 0.587 -1.006 -0.175  -1.0473
H -0.202 1.702 -1.234  0.3941
H 0.614 1.505 0.341  0.2395
H -1.939 1.673 0.230  0.2119
H -1.216 0.560 1.363  0.2384
H -1.993 -0.576 -1.346  0.4453
H -3.283 -0.051 -0.312  0.1239
H -3.201 -2.113 0.590  0.6317
H -1.852 -1.456 1.527  -0.2621
H -0.320 -2.801 0.561  -0.3612
H -0.900 -2.510 -1.056  -0.1141
H -1.913 -4.227 -2.421  0.1204
O 1.160 -0.057 2.458  -0.5352
H 0.443 -0.463 2.966  0.2347
H 1.180 0.856 2.761  0.2723
O 1.437 -5.518 2.580  -0.6516
H 1.329 -6.469 2.483  0.2834
H 0.564 -5.155 2.384  0.2482
O -0.618 -1.922 -3.439  -0.5377
H 0.014 -2.300 -4.060  0.2534
H -1.310 -1.542 -3.991  0.2693
O 3.081 -0.756 4.925  -0.7583
H 3.645 -1.197 4.277  0.4867
H 2.361 -0.389 4.397  0.3289
O 3.430 -3.767 2.504  -0.5290
H 3.867 -4.565 2.193  0.2262
H 2.606 -4.094 2.888  0.3508
O 3.231 2.614 -2.907  -0.6730
H 3.843 1.869 -2.943  0.2836
H 3.442 3.042 -2.069  0.3814
O 5.053 -1.477 4.004  -0.5631
H 5.497 -0.814 4.543  0.2702
H 5.723 -2.144 3.830  0.2786
O -1.770 4.158 1.050  -0.6307
H -2.624 3.927 1.430  0.3088
H -1.963 4.868 0.431  0.2977
O 3.463 5.339 -2.296  -0.6360
H 3.141 4.888 -3.085  0.3155
H 2.949 6.151 -2.231  0.3012
O -3.210 -1.768 3.884  -0.6005
H -2.852 -2.600 3.556  0.3040
H -3.936 -2.020 4.463  0.2711
O -0.447 -1.307 4.725  -0.5259
H -1.292 -0.998 5.068  0.2951
H -0.092 -1.899 5.395  0.2548
O -5.312 0.854 -1.461  -0.6054
H -5.531 -0.058 -1.672  0.2796
H -6.117 1.358 -1.648  0.3059
O -6.442 3.126 -2.832  -0.6050
H -6.461 4.081 -2.923  0.2722
H -6.627 2.805 -3.725  0.3463
O 3.232 8.292 -3.213  -0.6009
H 3.221 9.253 -3.197  0.2979
H 3.183 8.060 -4.145  0.3091
O 5.185 0.911 -1.351  -0.6008
H 5.875 1.381 -0.873  0.2966
H 4.738 0.379 -0.684  0.3261
O -7.855 3.266 -5.403  -0.6211
H -8.269 2.741 -6.094  0.3083
H -8.388 4.066 -5.353  0.3057

Its frontier orbital gap is 8.88 eV. The HOMO energy is -8.606 eV.



Electronic energy? In order: -3008.18950 -198.87364 -9614.00627 -3030.97449 -4610.93557 Ha.